[1]
Molecular formula: C16H13AsF5O2PtS2Se
Method: DFT, ωB97M-V with the def2-TZVPD basis set

Computed properties:
2S+1 ... 5
Total charge ... +1
HOMO level (alpha / beta) ... -11.4 / -12.0 eV
Expectation value of S² ... 6.049

Each line ends with the Löwdin charge.
Atoms and positions in Å:
Pt  -0.8388  0.4238  -0.4210  0.4785
O  0.1726  -0.2367  2.8897  0.0763
C  -0.7749  -0.5310  2.1884  -0.6457
O  -1.5492  0.3143  1.5637  -0.2439
C  -1.1591  -1.9879  2.0567  -0.1258
C  -1.1386  -2.7552  3.2037  0.0083
C  -1.5190  -4.0938  3.1773  -0.0098
C  -1.9034  -4.7014  1.9818  -0.0473
C  -1.9015  -3.9698  0.8202  -0.0921
C  -1.5338  -2.6004  0.8304  -0.5625
S  -1.5183  -1.8480  -0.6971  0.7882
H  -0.8224  -2.2901  4.1272  0.1321
H  -1.5110  -4.6688  4.0936  0.1211
H  -2.1913  -5.7432  1.9661  0.1188
H  -2.1730  -4.4281  -0.1217  0.1074
C  1.6617  2.2136  1.2731  -0.2292
As  2.2993  1.8943  -0.5036  0.7706
C  2.5438  3.5860  -1.3738  -0.2289
C  4.0107  1.0427  -0.3669  -0.2390
S  1.0618  0.6191  -1.7483  0.1375
H  2.4528  2.7536  1.7955  0.0572
H  1.4463  1.2774  1.7879  0.0201
H  0.7618  2.8220  1.2381  0.0332
H  3.2654  4.1833  -0.8181  0.0536
H  1.5862  4.1003  -1.4085  0.0254
H  2.9031  3.4077  -2.3851  0.0494
H  4.6899  1.6943  0.1811  0.0508
H  4.3944  0.8550  -1.3674  0.0473
H  3.8891  0.1001  0.1621  0.0498
F  -2.8800  7.1539  -2.2686  0.1786
C  -2.8952  5.8607  -2.0245  -0.1114
C  -3.9754  5.0901  -2.4315  -0.1298
F  -4.9866  5.6578  -3.0665  0.1626
C  -3.9760  3.7337  -2.1721  -0.2472
F  -5.0135  3.0149  -2.5732  0.1088
C  -2.9125  3.1095  -1.5078  -0.4483
Se  -3.0110  1.2622  -1.2289  0.9746
C  -1.8484  3.9188  -1.1079  -0.2288
F  -0.8014  3.3967  -0.4594  0.0291
C  -1.8267  5.2714  -1.3600  -0.1330
F  -0.7911  6.0102  -0.9777  0.1433

=====

[2]
Molecular formula: C9H14N2O
Method: DFT, ωB97M-V with the def2-TZVPD basis set

Computed properties:
Total charge ... 0
SMILES ... CN(C)c1ccc(CNO)cc1
HOMO level ... -7.5 eV

Each line ends with the Löwdin charge.
Atoms and positions in Å:
C  3.3232  1.4854  0.0263  -0.0325
N  2.7887  0.0696  0.0551  -0.1948
C  3.6452  -0.9474  0.4849  -0.1203
C  1.3881  -0.0429  0.0105  -0.2155
C  0.8312  -1.2981  0.0508  -0.0514
C  -0.4954  -1.4404  -0.2184  -0.0403
C  -1.3553  -0.3509  -0.5396  -0.2195
C  -2.8484  -0.5150  -0.6558  -0.2121
N  -3.6489  -0.2999  0.5252  -0.0992
O  -3.4830  1.0961  0.8409  -0.1296
C  -0.7637  0.8991  -0.6356  -0.0645
C  0.5476  1.0236  -0.3880  -0.0461
H  2.9433  2.0355  -0.8618  0.0842
H  2.9393  2.0037  0.8716  0.0722
H  4.4010  1.4322  0.0696  0.0714
H  3.6721  -1.8553  -0.1654  0.0931
H  4.7034  -0.5783  0.4578  0.0956
H  3.3636  -1.2831  1.4875  0.0901
H  1.4426  -2.1498  0.2384  0.0922
H  -0.9484  -2.4606  -0.2439  0.1216
H  -3.2959  0.0322  -1.4650  0.1100
H  -3.0666  -1.5995  -0.8807  0.1292
H  -3.1345  -0.7499  1.2725  0.1037
H  -4.4165  1.3523  1.2019  0.1354
H  -1.3454  1.8061  -0.9817  0.1418
H  0.9910  1.9775  -0.6002  0.0853

=====

[3]
Molecular formula: C8H11NO
Method: DFT, ωB97M-V with the def2-TZVPD basis set

Computed properties:
Total charge ... 0
HOMO level ... -7.8 eV

Each line ends with the Löwdin charge.
Atoms and positions in Å:
C  -0.8281  -0.4359  -1.5106  -0.0176
C  1.9729  -1.4519  0.6757  -0.0332
C  -1.7800  1.7261  1.0666  -0.0347
C  -0.0418  -1.6154  -0.8973  -0.3712
C  -0.0851  0.5374  -0.6195  -0.3251
C  0.6000  -0.9930  0.2766  -0.2552
C  -0.7439  0.7142  0.7282  -0.2353
N  0.6784  1.5419  -1.1775  0.1277
C  -0.2995  -0.3951  1.3159  0.0167
O  0.2854  -2.6271  -1.4829  0.0772
H  1.2069  1.2765  -2.0013  0.1001
H  1.2262  2.0805  -0.5126  0.1029
H  -0.5873  -0.3533  -2.5717  0.1230
H  -1.9081  -0.4492  -1.3776  0.1192
H  -0.5072  -0.7926  2.3007  0.1158
H  2.4886  -0.6785  1.2530  0.0797
H  1.9174  -2.3465  1.3071  0.0872
H  2.5599  -1.7115  -0.2078  0.0800
H  -2.6132  1.6702  0.3606  0.0846
H  -2.1650  1.5648  2.0728  0.0802
H  -1.3764  2.7386  1.0016  0.0780

=====

[4]
Molecular formula: C26H28Cl2MnN5O2S
Method: DFT, ωB97M-V with the def2-TZVPD basis set

Computed properties:
2S+1 ... 6
Total charge ... -1
HOMO level (alpha / beta) ... -3.7 / -4.3 eV
Expectation value of S² ... 8.757

Each line ends with the Löwdin charge.
Atoms and positions in Å:
Mn  0.2889  0.1371  0.1598  0.7868
C  -0.8803  0.7666  -5.4572  -0.1007
C  -2.1460  1.2773  -4.7830  -0.3047
N  -2.5727  0.4267  -3.6867  -0.0523
C  -2.0185  0.4611  -2.4283  -0.8353
S  -1.1650  1.8069  -1.8487  0.6248
N  -2.2958  -0.7074  -1.8082  -0.0403
N  -1.8105  -0.8012  -0.5668  -0.0221
C  -2.1196  -1.8723  0.0562  -0.2990
C  -2.9867  -2.9514  -0.5115  -0.0487
C  -1.5717  -2.0462  1.4308  -0.2294
C  -1.8406  -3.1933  2.1703  -0.0228
C  -1.3983  -3.2788  3.4844  -0.0769
C  -0.7181  -2.2160  4.0343  -0.0754
C  -0.4571  -1.1364  3.2045  -0.1210
N  -0.8374  -1.0727  1.9383  0.0886
H  -0.5571  1.4517  -6.2484  0.0651
H  -1.0377  -0.2218  -5.9028  0.0667
H  -0.0781  0.6891  -4.7161  0.0572
H  -2.9649  1.3442  -5.5016  0.1008
H  -1.9703  2.2678  -4.3787  0.0643
H  -2.8671  -0.5070  -3.9303  0.1150
H  -3.4293  -2.5994  -1.4342  0.0515
H  -3.7789  -3.2313  0.1900  0.0730
H  -2.3953  -3.8515  -0.7278  0.0793
H  -2.3857  -4.0117  1.7141  0.0991
H  -1.5940  -4.1708  4.0718  0.1022
H  -0.3819  -2.2194  5.0646  0.0978
H  0.0835  -0.2628  3.5663  0.1078
Cl  4.5173  -3.9185  -4.5200  0.5999
C  3.4319  -3.2120  -3.3308  -0.6667
C  2.7409  -4.0499  -2.4445  -0.1383
C  1.9037  -3.5143  -1.5150  -0.5712
Cl  1.0434  -4.5584  -0.4253  0.6860
C  1.6922  -2.0958  -1.3890  -0.3989
O  0.9006  -1.6228  -0.5312  -0.1432
C  2.4258  -1.2961  -2.3057  -0.1184
C  2.3623  0.1692  -2.2682  -0.2519
O  1.8154  0.8362  -1.4579  -0.0691
C  3.2660  -1.8591  -3.2596  -0.0838
H  2.8666  -5.1238  -2.4996  0.1019
H  2.8995  0.6804  -3.0908  0.1378
H  3.8008  -1.2094  -3.9456  0.1119
C  3.6171  0.8095  0.2551  -0.0992
N  2.6888  0.2411  1.2180  -0.2721
C  3.0841  -1.1142  1.5617  -0.0883
C  2.5612  1.1102  2.3921  -0.1837
C  1.4109  2.1006  2.2983  -0.2685
C  1.5014  3.2378  3.1132  -0.0895
C  0.4378  4.1276  3.1966  -0.1316
C  -0.7100  3.8575  2.4524  -0.1253
C  -0.7508  2.7391  1.6199  -0.1569
C  0.3010  1.8173  1.4878  -0.1718
H  4.6338  0.8739  0.6721  0.0904
H  3.2867  1.8101  -0.0288  0.1033
H  3.6511  0.1885  -0.6433  0.0648
H  4.0783  -1.1514  2.0389  0.0879
H  3.1136  -1.7251  0.6545  0.0755
H  2.3545  -1.5603  2.2383  0.0800
H  3.4983  1.6535  2.5699  0.1106
H  2.4161  0.4750  3.2689  0.1092
H  2.4105  3.4271  3.6899  0.0947
H  0.5072  5.0161  3.8178  0.0825
H  -1.5662  4.5273  2.5096  0.0845
H  -1.6520  2.5751  1.0324  0.0561

=====

[5]
Molecular formula: C14H21IrN2O4S4
Method: DFT, ωB97M-V with the def2-TZVPD basis set

Computed properties:
2S+1 ... 6
Total charge ... +3
HOMO level (alpha / beta) ... -18.2 / -19.3 eV
Expectation value of S² ... 8.778

Each line ends with the Löwdin charge.
Atoms and positions in Å:
Ir  0.1985  -0.4264  0.0344  1.0317
C  2.6465  -0.5311  2.6713  -0.4482
C  3.5445  -0.2654  1.4789  -0.4461
S  2.8785  -1.0314  -0.0514  0.9257
C  3.4801  0.1495  -1.3262  -0.4522
C  2.7120  -0.0364  -2.6220  -0.4409
S  0.8826  0.0362  -2.4877  0.9002
C  0.4650  1.8129  -2.6551  -0.4605
C  0.8364  2.7068  -1.4882  -0.4402
S  -0.0347  2.2377  0.0656  0.8750
C  1.2398  2.6213  1.3367  -0.4509
C  0.9888  1.8756  2.6341  -0.4471
S  0.9124  0.0420  2.5282  0.8967
H  3.0686  -0.0698  3.5677  0.1151
H  2.5530  -1.6035  2.8586  0.1021
H  4.5163  -0.7340  1.6672  0.1152
H  3.7115  0.7989  1.3180  0.0818
H  4.5371  -0.0691  -1.5115  0.1182
H  3.4130  1.1684  -0.9444  0.0696
H  2.9035  -1.0311  -3.0305  0.1013
H  3.0246  0.6983  -3.3663  0.1158
H  -0.6134  1.8166  -2.8252  0.0913
H  0.9460  2.1757  -3.5667  0.1144
H  0.5216  3.7283  -1.7205  0.1117
H  1.9091  2.7164  -1.3053  0.0792
H  1.1696  3.6942  1.5385  0.1152
H  2.2246  2.4141  0.9216  0.0699
H  0.0165  2.1529  3.0468  0.0955
H  1.7507  2.1374  3.3706  0.1159
C  -3.5819  1.1772  -0.0281  0.0595
C  -3.3395  -0.2714  -0.0174  -0.2479
N  -2.1514  -0.8786  -0.0091  0.0820
C  -2.3931  -2.2184  -0.0018  -0.0164
C  -3.7554  -2.4360  -0.0040  0.0838
N  -4.3193  -1.1903  -0.0144  0.2555
C  -4.6533  -3.6694  0.0043  -0.4488
O  -4.1085  -4.8222  0.0064  0.2250
O  -5.8271  -3.3998  0.0078  0.2080
C  -1.2209  -3.2030  0.0051  -0.5447
O  -1.5156  -4.3782  -0.0009  0.1690
O  -0.1198  -2.6139  0.0164  -0.1075
H  -2.6486  1.7277  -0.0684  0.0290
H  -4.1332  1.4743  0.8648  0.1316
H  -4.2026  1.4516  -0.8813  0.1299
H  -5.3238  -1.0260  -0.0179  0.2149
H  -3.1105  -4.9080  0.0012  0.1215

=====

[6]
Molecular formula: C31H43IN9S3Zr
Method: DFT, ωB97M-V with the def2-TZVPD basis set

Computed properties:
Total charge ... +3
HOMO level ... -15.8 eV

Each line ends with the Löwdin charge.
Atoms and positions in Å:
Zr  -0.6708  0.4010  -1.5965  1.1330
S  -2.5538  2.0530  -1.3064  0.6619
C  -1.3902  3.3816  -1.3743  -0.7411
N  -1.8326  4.5528  -1.9439  0.1277
N  -1.2505  5.6575  -1.9601  0.1051
C  -0.2336  6.2436  -1.1823  -0.1983
C  0.0037  5.8850  0.1470  -0.0109
C  0.9337  6.6002  0.8699  -0.0338
C  1.6344  7.6453  0.2724  -0.0104
C  1.4005  7.9916  -1.0554  -0.0297
C  0.4495  7.3092  -1.7799  0.0123
N  -0.1603  3.2621  -0.9575  0.0371
N  0.3537  2.0246  -0.9615  -0.2635
C  1.4470  1.8183  -0.0626  -0.3152
C  1.3185  2.1987  1.2708  -0.0278
C  2.3682  1.9644  2.1395  -0.0420
C  3.5392  1.3627  1.6775  -0.0519
C  3.6582  0.9848  0.3505  -0.0646
C  2.6027  1.2007  -0.5272  -0.0398
H  -1.6626  6.2759  -2.6566  0.1914
H  -0.5781  5.1098  0.6214  0.1101
H  1.1026  6.3635  1.9113  0.1218
H  2.3566  8.2072  0.8515  0.1285
H  1.9491  8.8036  -1.5122  0.1281
H  0.2406  7.5834  -2.8103  0.1321
H  0.3931  2.6496  1.6061  0.1167
H  2.2798  2.2508  3.1801  0.1153
H  4.3651  1.1986  2.3585  0.1250
H  4.5827  0.5500  -0.0091  0.1247
H  2.6908  0.9530  -1.5774  0.1141
I  -5.4926  -0.8229  -4.8523  1.0063
C  -3.5653  -0.0522  -4.8527  -0.7015
C  -2.9783  0.4715  -6.0023  -0.0664
C  -1.6850  0.9631  -5.9335  -0.0047
C  -1.0109  0.9200  -4.7307  -0.1060
N  -1.5780  0.4246  -3.6231  -0.2153
C  -2.8350  -0.0482  -3.6880  -0.2756
H  -3.5286  0.4995  -6.9348  0.1234
H  -1.2020  1.3752  -6.8094  0.1327
H  0.0061  1.2798  -4.6478  0.1270
H  -3.2828  -0.3934  -2.7654  0.0818
C  4.1991  -4.3409  1.1230  -0.0951
C  3.1882  -3.6099  2.0033  -0.2493
C  2.9075  -2.1735  1.5125  -0.1846
C  1.5492  -2.0396  0.8431  -0.1880
N  0.4970  -2.1277  1.8593  0.0741
C  -0.6382  -1.4710  1.9534  -0.6783
S  -1.3591  -0.3873  0.7673  0.6147
N  -1.3742  -1.6015  3.0450  0.0148
C  -1.0873  -2.5083  4.1696  -0.1454
C  -0.0291  -2.0078  5.1562  -0.1857
C  -0.4328  -0.7644  5.9575  -0.2344
C  -0.1956  0.5595  5.2256  -0.1017
H  4.2745  -5.3907  1.4060  0.0820
H  5.1905  -3.8963  1.2259  0.0851
H  3.9136  -4.2969  0.0678  0.0766
H  3.5583  -3.5838  3.0286  0.1127
H  2.2565  -4.1928  2.0237  0.1033
H  3.6683  -1.8827  0.7844  0.1108
H  2.9671  -1.4545  2.3329  0.1085
H  1.4185  -2.8403  0.1151  0.1077
H  1.4538  -1.0903  0.3331  0.0570
H  0.7435  -2.6960  2.6580  0.1207
H  -2.2078  -1.0383  3.0934  0.1270
H  -0.8002  -3.4808  3.7600  0.1269
H  -2.0308  -2.6508  4.6910  0.1361
H  0.9169  -1.8058  4.6391  0.1035
H  0.1543  -2.8399  5.8380  0.1254
H  0.1487  -0.7539  6.8785  0.1160
H  -1.4829  -0.8481  6.2538  0.1155
H  0.8619  0.6602  4.9630  0.0668
H  -0.4592  1.4025  5.8655  0.0817
H  -0.7853  0.6445  4.3095  0.0514
S  0.1522  -1.9144  -2.5393  0.6332
C  -1.1922  -3.0294  -2.5320  -0.7365
N  -1.2247  -3.9406  -3.4836  0.0493
C  -2.2523  -4.9924  -3.5787  -0.1200
C  -2.7677  -5.3003  -2.1874  -0.1423
C  -3.2259  -4.0149  -1.5245  -0.1252
N  -2.1584  -2.9952  -1.6213  0.0396
H  -0.4835  -3.9193  -4.1662  0.1420
H  -1.7963  -5.8680  -4.0330  0.1392
H  -3.0589  -4.6517  -4.2283  0.1340
H  -1.9749  -5.7631  -1.5971  0.1320
H  -3.5970  -6.0023  -2.2447  0.1362
H  -3.4338  -4.1755  -0.4694  0.1334
H  -4.1326  -3.6330  -1.9940  0.1271
H  -2.0238  -2.3925  -0.8271  0.0442